A 2-piece molecular cluster, C31H39N3P overall in a non-equilibrium geometry, computed with wB97M-V/def2-TZVPD.

The geometry in XYZ format:
```
74
Properties=species:S:1:pos:R:3:forces:R:3:lowdin_charge:R:1
C -5.937736 -0.319214 -1.827041 -0.031 0.075 0.170 -0.072
N -4.913732 -1.065372 -2.524923 -0.533 -0.666 0.342 -0.245
C -5.326972 -1.527385 -3.834557 0.346 0.242 -0.150 -0.074
C -3.562458 -0.880658 -2.211507 0.345 0.542 -0.159 -0.238
C -2.981796 -1.568742 -1.123576 -0.298 -0.046 -0.379 0.009
C -1.620218 -1.482945 -0.898582 0.076 0.022 0.119 -0.060
C -0.805650 -0.609650 -1.649486 -0.640 -0.152 0.102 -0.176
C 0.636047 -0.623785 -1.452546 -0.395 0.329 -0.044 -0.064
C 1.510511 0.427819 -1.951910 1.104 0.305 -0.212 -0.153
C 2.790803 -0.129315 -2.246216 -0.351 1.083 -0.540 -0.107
C 3.757781 0.616364 -2.923153 -0.451 -0.434 0.535 0.003
C 3.451675 1.934774 -3.274039 -0.013 0.159 0.101 -0.054
C 2.223103 2.509898 -2.921808 -0.055 -0.153 0.058 -0.055
C 1.246675 1.765798 -2.242991 0.443 -0.070 -0.052 -0.017
C 2.736078 -1.558934 -1.968144 -0.657 -0.946 0.043 -0.109
C 1.411510 -1.872119 -1.511870 1.057 -0.288 0.050 -0.106
C 1.026871 -3.211552 -1.406823 0.386 0.245 0.099 0.008
C 1.961528 -4.211857 -1.708158 0.119 0.055 -0.102 -0.054
C 3.250255 -3.894537 -2.162833 -0.321 0.059 0.291 -0.046
C 3.642624 -2.557567 -2.303009 -0.235 0.351 0.268 0.001
C -1.423438 0.160474 -2.661648 0.189 -0.038 -0.019 0.006
C -2.766691 -0.001242 -2.975719 0.144 -0.524 0.605 0.021
H -5.575805 0.006491 -0.847157 -0.071 -0.073 -0.133 0.085
H -6.253829 0.572184 -2.395904 0.089 -0.051 0.111 0.089
H -6.825660 -0.948865 -1.687388 0.128 0.121 0.049 0.088
H -4.552316 -2.176082 -4.259074 -0.220 0.118 0.041 0.095
H -6.258250 -2.102768 -3.730099 0.257 0.128 -0.068 0.091
H -5.513785 -0.689954 -4.527891 -0.026 -0.180 -0.028 0.085
H -3.623086 -2.232252 -0.529162 0.333 0.286 -0.270 0.132
H -1.161875 -2.099729 -0.117486 -0.205 0.328 -0.274 0.106
H 4.707470 0.140581 -3.174235 -0.221 0.339 -0.060 0.118
H 4.187336 2.523188 -3.827950 -0.287 -0.155 0.201 0.114
H 2.010269 3.542743 -3.201502 0.104 -0.302 0.117 0.111
H 0.298843 2.206511 -1.954171 0.113 0.089 -0.081 0.119
H 0.019296 -3.468102 -1.105125 0.135 -0.152 -0.082 0.102
H 1.669316 -5.258662 -1.607897 0.099 0.333 -0.067 0.112
H 3.949434 -4.692116 -2.413695 -0.221 0.190 0.064 0.114
H 4.629852 -2.276622 -2.675231 -0.279 -0.260 0.040 0.119
H -0.830414 0.859508 -3.244502 -0.079 -0.251 0.034 0.109
H -3.215595 0.550140 -3.798383 0.097 -0.093 0.150 0.125
C -2.998069 1.472366 2.100185 -0.309 -0.015 -0.183 -0.032
C -1.913190 0.666678 2.805433 -0.334 -0.101 0.085 -0.639
C -1.984910 0.909819 4.313823 -0.053 -0.031 0.207 -0.033
C -2.102605 -0.819836 2.534894 -0.253 -0.250 0.001 -0.076
N -0.599008 1.101336 2.293803 0.718 -0.590 0.210 -0.231
P 0.705159 0.025105 1.995675 -0.088 0.898 -0.512 1.124
H 0.642427 0.043106 0.415059 0.144 -0.543 -0.445 0.020
N 1.831705 1.306532 2.203837 -0.716 -0.676 0.235 -0.232
C 3.226848 1.094924 2.623001 0.436 -0.050 0.103 -0.646
C 4.115692 2.083022 1.877373 0.311 0.029 -0.239 -0.033
C 3.641166 -0.338660 2.306648 0.270 -0.152 0.044 -0.078
C 3.353260 1.335299 4.130721 0.067 -0.058 0.189 -0.034
C 1.204847 2.498679 2.502597 -1.476 0.201 0.102 -0.116
C -0.160063 2.384275 2.551501 1.369 0.477 0.004 -0.116
H -2.911053 1.375624 1.009435 -0.009 0.019 0.224 0.090
H -3.983729 1.092592 2.404712 0.236 0.189 -0.077 0.097
H -2.941807 2.534010 2.369108 -0.074 -0.204 -0.103 0.082
H -1.203245 0.341098 4.833897 -0.141 0.131 -0.072 0.094
H -1.869518 1.973483 4.553914 -0.027 -0.238 0.003 0.083
H -2.962628 0.577157 4.687724 0.254 0.108 -0.046 0.098
H -1.356352 -1.433449 3.059873 -0.196 0.148 -0.120 0.071
H -3.096578 -1.114835 2.901156 0.301 0.042 -0.086 0.103
H -2.069355 -1.042896 1.462389 0.016 0.113 0.292 0.043
H 3.918944 3.114102 2.194855 0.082 -0.190 -0.121 0.082
H 5.168466 1.853462 2.095641 -0.278 0.157 -0.060 0.097
H 3.961725 2.007951 0.792547 0.033 0.020 0.224 0.090
H 3.075112 -1.066666 2.905530 0.140 0.169 -0.182 0.068
H 3.528730 -0.577568 1.240645 -0.024 0.056 0.141 0.080
H 4.703742 -0.453325 2.565890 -0.322 -0.032 -0.104 0.099
H 2.713102 0.640872 4.690124 0.113 0.136 -0.088 0.093
H 4.394525 1.173524 4.440878 -0.269 0.051 -0.044 0.098
H 3.074086 2.362355 4.396262 0.072 -0.237 -0.026 0.083
H 1.787150 3.373153 2.761735 -0.171 -0.077 -0.201 0.120
H -0.862524 3.150295 2.856524 0.204 -0.063 -0.226 0.120
```
Forces are in eV/Å.

Results
HOMO energy (hartree): -0.35106
Total charge: +1
ΔE to the lowest compared entry with this formula, charge and spin (kJ/mol): 209.3
E_tot (Ha): -1710.0231
Largest force on an atom (Eh/bohr): 0.0290
2S+1: 1